Record 1
{
  "formula": "CH2Cl2N2O2",
  "method": "ωB97M-V/def2-TZVPD",
  "lumo_energy_ev": -1.234,
  "smiles": "O=[N+]([O-])CN(Cl)Cl",
  "total_energy_ev": -33183.520,
  "max_force_ev_per_a": 4.1,
  "e_above_lowest_kcal_mol": 18.4,
  "spin_multiplicity": 1,
  "orbital_gap_ha": 0.341,
  "species": ["C", "N", "N", "O", "O", "Cl", "Cl", "H", "H"],
  "positions_angstrom": [[-0.3260, 0.4565, -0.2069], [1.1074, 0.2959, 0.3683], [-0.9388, -0.8728, 0.2405], [-0.9324, -1.7499, -0.5261], [-1.4259, -0.8669, 1.3690], [2.0388, -0.7429, -0.5912], [1.8042, 2.0497, 0.4147], [-0.2558, 0.2573, -1.2763], [-1.0716, 1.1731, 0.2079]],
  "mulliken_charge": [-0.444, -0.172, 0.878, -0.482, -0.544, 0.023, -0.070, 0.452, 0.358]
}

=====

Record 2
{
  "formula": "CH2Cl2NO2P",
  "method": "ωB97M-V/def2-TZVPD",
  "lumo_energy_ev": 0.510,
  "total_energy_ev": -40989.671,
  "max_force_ev_per_a": 5.7,
  "e_above_lowest_kcal_mol": 12.0,
  "spin_multiplicity": 1,
  "orbital_gap_ha": 0.414,
  "species": ["C", "N", "O", "O", "P", "Cl", "Cl", "H", "H"],
  "positions_angstrom": [[0.7217, 0.8192, -0.7906], [-0.5578, 0.8936, -0.6910], [1.1229, -0.1526, 0.0751], [-0.9742, -0.0002, 1.8404], [-0.2575, -0.7870, 0.8369], [0.9068, -2.1726, 1.6108], [-1.4804, -1.7184, -0.4463], [1.3916, 1.4015, -1.3110], [-0.8731, 1.7166, -1.1243]],
  "mulliken_charge": [0.167, -0.471, -0.300, -0.543, 0.881, -0.197, -0.165, 0.444, 0.183]
}